C19H12F3N2O4S3Y | ωB97M-V/def2-TZVPD

Element x y z (Å)
1 Y 0.32896 0.64273 -0.15210
2 S -3.75796 -0.95180 -1.92223
3 C -4.17090 -0.43420 -0.22241
4 C -5.20526 -0.83333 0.60916
5 C -5.15680 -0.62453 1.98343
6 C -4.03614 0.02385 2.52489
7 C -3.04758 0.51101 1.71895
8 C -3.02044 0.24226 0.32817
9 N -2.02577 0.53157 -0.58663
10 C -2.35638 -0.01164 -1.79416
11 C -1.39542 -0.02185 -2.87019
12 C -1.67404 -0.75419 -4.06492
13 C -0.60477 -0.88831 -5.00935
14 C 0.62116 -0.43005 -4.70687
15 C 0.93344 0.22867 -3.52996
16 C -0.04261 0.36963 -2.55997
17 H -6.15657 -1.30012 0.33610
18 H -6.03642 -0.87746 2.59477
19 H -4.02626 0.09711 3.68579
20 H -2.26401 1.16189 2.13887
21 H -2.68039 -1.21240 -4.23465
22 H -0.79608 -1.44894 -5.91175
23 H 1.41586 -0.60143 -5.36739
24 H 1.96600 0.52889 -3.38706
25 O 2.13686 1.82715 -0.15560
26 N 2.61320 1.77477 1.14188
27 C 3.89548 1.22520 1.25405
28 C 4.47999 1.36048 2.46852
29 C 3.65280 1.66128 3.59644
30 C 2.35207 2.09327 3.44674
31 C 1.80094 2.28839 2.14962
32 S 0.12018 2.58309 1.86426
33 H 4.33967 0.92425 0.31045
34 H 5.50636 1.04297 2.58618
35 H 4.08026 1.43757 4.59143
36 H 1.85193 2.48251 4.31477
37 F 2.78348 -0.77786 -0.88357
38 C 2.86429 -1.87858 -0.05529
39 F 3.91349 -1.81262 0.76692
40 F 3.08182 -2.94716 -0.81133
41 S 1.23350 -1.88739 0.85341
42 O 1.14596 -0.60814 1.57053
43 O 1.07889 -3.01493 1.68170
44 O 0.25718 -1.72160 -0.29157

Summary:
- Energy above the lowest of the compared OMol25 structures with the same formula, charge and spin: 20.1 kcal per mole
- Gap between HOMO and LUMO: 7.854 eV
- 2S+1: 1
- Highest occupied orbital energy: -0.304 Eh
- Lowest unoccupied orbital energy: -0.0154 Eh
- Energy: -2674.26180 Eh

These are the natural (NBO) partial charges, in e, on atoms 1 to 2: 1.9926 0.4426